A structure of composition C25H28IrN8O7S2 in a non-equilibrium geometry, computed with ωB97M-V/def2-TZVPD.

Atoms and positions in Å:
Ir  0.419  0.129  -1.161
N  2.086  -3.027  -4.072
C  1.552  -2.339  -3.042
S  0.370  -1.112  -3.430
N  1.927  -2.660  -1.845
N  1.398  -1.936  -0.850
C  1.594  -2.308  0.353
C  0.961  -1.581  1.434
C  0.933  -2.085  2.728
C  0.287  -1.359  3.709
C  -0.282  -0.137  3.384
C  -0.197  0.301  2.074
N  0.393  -0.412  1.126
H  1.795  -2.842  -5.012
H  2.796  -3.712  -3.878
H  2.196  -3.185  0.568
H  1.424  -3.022  2.948
H  0.230  -1.743  4.719
H  -0.767  0.474  4.132
H  -0.601  1.262  1.772
N  -0.514  4.260  -2.511
C  0.031  3.044  -2.294
O  -0.050  2.517  -1.186
C  0.731  2.436  -3.489
C  1.719  1.369  -3.139
H  -1.089  4.663  -1.790
H  -0.579  4.639  -3.438
H  1.213  3.242  -4.057
H  -0.060  2.027  -4.129
H  2.361  1.544  -2.277
H  2.234  0.944  -3.989
C  -4.155  0.021  1.800
C  -4.428  -1.397  1.299
C  -3.879  -1.647  -0.121
C  -4.212  -3.084  -0.572
C  -3.720  -3.399  -1.984
C  -4.568  -0.686  -1.069
O  -5.770  -0.636  -1.197
N  -3.749  0.136  -1.811
C  -2.368  0.138  -1.760
O  -1.721  0.841  -2.545
N  -1.729  -0.625  -0.863
C  -2.347  -1.530  -0.054
O  -1.732  -2.257  0.701
H  -4.487  0.124  2.833
H  -4.690  0.758  1.199
H  -3.087  0.246  1.763
H  -5.502  -1.585  1.284
H  -3.953  -2.123  1.958
H  -5.295  -3.211  -0.518
H  -3.744  -3.759  0.144
H  -4.198  -2.752  -2.722
H  -3.960  -4.431  -2.239
H  -2.637  -3.273  -2.060
H  -4.186  0.759  -2.473
O  4.505  -0.897  3.130
S  4.884  -0.054  2.025
O  6.199  -0.230  1.482
N  3.751  -0.138  0.846
C  3.110  0.994  0.697
O  2.204  1.266  -0.146
C  3.556  2.081  1.632
C  3.040  3.360  1.736
C  3.587  4.206  2.693
C  4.626  3.775  3.512
C  5.139  2.487  3.403
C  4.582  1.659  2.453
H  2.231  3.671  1.087
H  3.205  5.212  2.807
H  5.039  4.446  4.254
H  5.948  2.148  4.036

**M**: 808.90 g mol⁻¹
**Multiplicity**: 6
**Kohn-Sham gap (spin up / spin down)**: 0.2650 / 0.2312 Eh
**Energy relative to the best compared isomer or geometry (same formula, charge and spin)**: 11.7 kcal per mole